1.
ORCA calculation (the ωB97M-V functional and the def2-TZVPD basis) on a 2-piece molecular cluster, CH3O3S overall in a non-equilibrium geometry.

Values from the calculation:
- Net charge: -1
- Largest force on an atom: 5.68 eV Å⁻¹
- DFT total energy: -663.786065 Eh

Geometry (Å):
C (0.66952, -1.14423, -0.06954)
O (-1.67397, 0.99752, 0.07359)
O (0.55139, 2.18791, 0.18862)
O (-0.23237, -1.64774, -0.85571)
S (-0.25128, 1.15975, 0.96473)
H (0.84273, -1.32467, 0.92364)
H (1.46223, -0.57890, -0.56367)
H (-1.36825, 0.35037, -0.66166)

---

2.
ORCA calculation (the ωB97M-V functional and the def2-TZVPD basis) on CH3O3S as an isolated structure in a non-equilibrium geometry.

Values from the calculation:
- Net charge: -1
- Largest force on an atom: 2.80 eV Å⁻¹
- DFT total energy: -663.756029 Eh

Geometry (Å):
C (-1.17263, -0.16598, 1.74413)
O (2.94034, 0.00832, 1.27313)
O (0.51568, -0.33743, 1.34875)
O (-1.34268, 0.84279, 2.34099)
S (1.67119, 0.61206, 1.71203)
H (-0.47575, -0.53496, -0.53500)
H (-0.74324, -0.69729, -1.26601)
H (1.44969, 1.65586, 0.63469)

---

Results for Kohn-Sham gap: 6.253, 8.231 (in eV, following the order of the records).